(1)
Below is a molecular structure, C6H8BrNO at a distorted geometry, with properties calculated with wB97M-V/def2-TZVPD.

Cartesian coordinates (Å):
C: 0.73 -1.51 -0.39
C: -0.14 0.93 0.72
C: 0.64 -1.45 1.08
C: 0.83 0.00 1.49
C: -0.59 0.33 -0.71
C: -0.92 1.35 -1.77
N: 0.12 -0.74 -1.17
O: -0.54 2.00 1.05
Br: -2.35 -0.33 0.28
H: 1.42 -2.25 -0.91
H: -0.40 -1.54 1.31
H: 1.50 -1.95 1.54
H: 1.84 0.39 0.99
H: 0.70 0.18 2.57
H: -0.77 2.36 -1.34
H: -1.91 1.15 -2.30
H: -0.15 1.08 -2.44

Results
energy above the lowest of the compared OMol25 structures with the same formula, charge and spin: 0.000 eV
M: 190.04 g mol⁻¹
net charge: 0
orbital gap: 8.9 eV
HOMO level: -9.2 eV



(2)
Below is a single C6H8BrNO molecule at a distorted geometry, with properties calculated with wB97M-V/def2-TZVPD.

Cartesian coordinates (Å):
C: 0.06 -1.88 0.89
C: 0.78 -0.78 1.09
C: 0.55 0.50 0.13
C: -0.85 -1.93 -0.33
C: -1.48 -0.57 -0.43
C: 1.13 2.67 -0.44
N: -0.55 0.51 -0.53
O: 1.47 1.38 0.07
Br: 2.00 -0.43 2.47
H: -0.06 -2.76 1.55
H: -0.46 -2.05 -1.41
H: -1.41 -2.87 -0.23
H: -2.20 -0.26 -1.21
H: -2.18 -0.45 0.36
H: 0.41 3.33 0.12
H: 0.63 2.46 -1.49
H: 2.17 3.14 -0.62

Results
energy above the lowest of the compared OMol25 structures with the same formula, charge and spin: 0.772 eV
SMILES string: COC1=NCCC=C1Br
M: 190.04 g mol⁻¹
net charge: 0
orbital gap: 9.8 eV
HOMO level: -9.0 eV



(3)
Below is 2 unconnected molecules or ions with the total composition C6H8Cl2O2S at a distorted geometry, with properties calculated with wB97M-V/def2-TZVPD.

Cartesian coordinates (Å):
C: -0.99 1.10 -1.65
C: -0.80 1.94 -0.59
C: -1.81 -0.21 -1.32
C: -1.86 -0.27 0.11
C: 1.98 -0.84 1.62
C: 1.37 -1.22 0.31
O: 1.47 0.54 1.95
O: 1.63 -0.58 -0.81
S: -1.53 1.27 0.97
Cl: 0.06 3.34 -0.51
Cl: -3.01 -1.44 0.76
H: -0.43 1.20 -2.59
H: -2.80 -0.08 -1.82
H: -1.30 -1.11 -1.87
H: 1.69 -1.65 2.38
H: 3.06 -0.83 1.75
H: 0.54 -1.89 0.19
H: 0.44 0.62 1.92
H: 2.29 0.11 -0.81

Results
energy above the lowest of the compared OMol25 structures with the same formula, charge and spin: 2.218 eV
M: 215.10 g mol⁻¹
net charge: 0
orbital gap (alpha / beta): 8.3 / 6.5 eV
HOMO level (alpha / beta): -7.7 / -6.9 eV



Taking the records one at a time from the top gives E_tot values of -79930.131, -79929.358, -46322.005 eV.